C48H43CsN13O9PS3 | ωB97M-V/def2-TZVPD

```
118
Properties=species:S:1:pos:R:3
Cs 0.584 -0.631 0.234
N 1.339 -4.967 -1.683
C 1.466 -3.729 -2.320
S 3.061 -3.098 -2.619
N 0.352 -3.193 -2.681
N 0.055 -1.905 -2.851
C -0.383 -1.507 -3.985
C -0.386 -2.352 -5.219
C -1.511 -2.393 -6.045
C -1.530 -3.169 -7.198
C -0.417 -3.925 -7.544
C 0.707 -3.898 -6.725
C 0.727 -3.117 -5.572
C -0.929 -0.118 -4.038
C -0.787 0.660 -5.189
C -1.278 1.955 -5.201
C -1.908 2.449 -4.071
C -2.013 1.607 -2.975
N -1.549 0.355 -2.946
H 2.064 -5.621 -1.909
H 0.396 -5.333 -1.683
H -2.386 -1.810 -5.774
H -2.415 -3.183 -7.826
H -0.426 -4.528 -8.445
H 1.581 -4.485 -6.980
H 1.616 -3.097 -4.941
H -0.281 0.247 -6.053
H -1.155 2.577 -6.081
H -2.289 3.463 -4.026
H -2.493 1.961 -2.066
N -2.634 2.152 0.739
N -3.675 1.387 0.192
C -3.661 0.067 -0.011
N -4.798 -0.503 -0.442
N -2.494 -0.527 0.232
N -2.375 -1.876 0.134
O -1.260 -2.317 0.459
O -3.296 -2.647 -0.259
H -2.156 1.591 1.437
H -1.938 2.351 0.019
H -4.511 1.890 -0.013
H -5.663 -0.029 -0.274
H -4.763 -1.509 -0.464
C 5.899 -2.629 -0.410
N 5.892 -1.187 -0.657
C 6.728 -0.516 -1.534
C 6.349 0.763 -1.573
N 5.238 0.890 -0.728
C 4.932 -0.347 -0.141
S 3.788 -0.755 0.980
C 4.512 2.111 -0.574
C 5.066 3.310 -1.010
C 4.326 4.464 -0.822
C 3.084 4.400 -0.212
C 2.615 3.149 0.165
N 3.322 2.026 -0.025
H 6.863 -3.023 -0.732
H 5.087 -3.118 -0.947
H 5.753 -2.805 0.655
H 7.541 -1.011 -2.044
H 6.758 1.589 -2.129
H 6.043 3.353 -1.480
H 4.721 5.416 -1.155
H 2.487 5.292 -0.054
H 1.635 3.028 0.627
O -0.589 3.508 2.008
C -0.592 4.659 1.630
C -0.436 5.155 0.256
C -0.250 6.518 0.129
C 0.049 7.100 -1.090
C 0.193 6.284 -2.242
C -0.013 4.945 -2.162
C -0.402 4.288 -0.922
O -0.689 3.076 -0.904
N 0.219 8.527 -1.186
O 0.520 9.009 -2.273
O 0.054 9.222 -0.190
H -0.698 5.478 2.376
H -0.313 7.151 1.008
H 0.470 6.756 -3.176
H 0.095 4.303 -3.031
O 2.666 0.567 3.977
S 1.775 -0.558 3.830
O 2.340 -1.851 4.145
O 1.026 -0.554 2.532
C 0.474 -0.300 5.017
C 0.856 0.132 6.286
C -0.093 0.293 7.280
C -1.424 0.015 6.995
C -1.801 -0.411 5.727
C -0.865 -0.571 4.694
P -1.244 -1.184 2.957
C -3.101 -1.464 3.171
C -3.783 -2.662 2.945
C -5.179 -2.718 2.940
C -5.931 -1.574 3.162
C -5.274 -0.360 3.368
C -3.886 -0.312 3.355
C -0.642 -2.926 3.300
C -1.186 -3.661 4.360
C -0.769 -4.956 4.638
C 0.223 -5.543 3.862
C 0.801 -4.818 2.833
C 0.381 -3.521 2.561
H 1.905 0.339 6.465
H 0.199 0.631 8.270
H -2.180 0.123 7.767
H -2.846 -0.627 5.551
H -3.219 -3.567 2.753
H -5.677 -3.668 2.760
H -7.016 -1.620 3.165
H -5.845 0.550 3.532
H -3.391 0.644 3.506
H -1.949 -3.212 4.984
H -1.214 -5.502 5.463
H 0.556 -6.554 4.073
H 1.597 -5.249 2.238
H 0.876 -2.975 1.768
```

Properties
* charge: -2
* E: -4799.88295 Ha
* energy above the lowest of the compared OMol25 structures with the same formula, charge and spin: 0.00 kJ/mol